No. 1
Density functional theory data (the ωB97M-V functional and the def2-TZVPD basis) for a molecular structure, C26H76As2F12N16O12Tl at a distorted geometry.

Output
Spin multiplicity: 1
LUMO energy (eV): -9.12
Total charge: +1
Highest occupied orbital energy (eV): -10.570
Energy (Ha): -8657.36593

XYZ file:
```
145
C26H76As2F12N16O12Tl (the ωB97M-V functional and the def2-TZVPD basis)
Tl -1.846 3.776 4.186
As 0.347 1.222 0.753
F 1.048 0.133 -0.504
F 1.646 0.749 1.906
F -0.348 2.384 2.030
F -0.943 1.758 -0.371
F -0.775 -0.069 1.257
F 1.324 2.563 0.039
As 2.839 4.118 4.089
F 2.994 4.629 2.288
F 4.650 4.370 4.233
F 2.708 3.614 5.747
F 1.043 3.825 3.900
F 3.221 2.343 3.653
F 2.510 5.807 4.564
C 4.207 1.434 -4.453
C 4.858 2.476 -3.561
C 3.920 2.959 -2.503
O 4.773 3.693 -1.632
C 3.883 4.273 -0.588
N 5.980 1.822 -2.862
H 4.968 0.977 -5.087
H 3.377 1.633 -5.131
H 3.810 0.611 -3.859
H 5.336 3.352 -3.999
H 3.331 2.212 -1.971
H 3.214 3.627 -2.997
H 3.395 3.537 0.051
H 3.050 4.851 -0.989
H 4.356 4.977 0.097
H 6.339 1.286 -3.639
H 5.473 1.111 -2.354
C 0.812 1.325 -3.885
C -0.668 1.388 -4.611
C -1.448 0.027 -4.452
O -2.766 0.089 -5.052
C -3.455 -1.160 -5.159
N -1.396 2.416 -3.854
H 0.657 1.337 -2.806
H 1.531 2.104 -4.138
H 1.295 0.377 -4.123
H -0.479 1.623 -5.659
H -1.537 -0.223 -3.395
H -0.796 -0.710 -4.921
H -4.358 -1.097 -5.765
H -3.669 -1.610 -4.189
H -2.771 -1.870 -5.624
H -1.600 2.019 -2.948
H -0.744 3.179 -3.744
C 4.836 -5.184 -3.674
O 5.075 -5.177 -2.259
C 4.211 -5.973 -1.458
C 2.744 -5.412 -1.283
N 2.708 -4.128 -0.568
C 1.369 -3.739 -0.084
C 1.382 -2.764 1.100
O 1.631 -3.562 2.259
C 1.782 -2.786 3.512
H 4.852 -6.163 -4.153
H 5.558 -4.594 -4.239
H 3.809 -4.839 -3.788
H 4.718 -6.329 -0.561
H 4.006 -6.861 -2.056
H 2.204 -6.122 -0.656
H 2.322 -5.299 -2.282
H 3.324 -4.204 0.229
H 0.658 -4.545 0.092
H 0.944 -3.121 -0.875
H 0.408 -2.289 1.215
H 2.212 -2.061 1.025
H 2.632 -2.117 3.373
H 1.922 -3.515 4.310
H 0.895 -2.197 3.741
C -2.688 -0.812 -0.961
O -3.873 -1.512 -1.306
C -5.004 -0.875 -0.590
C -6.204 -1.843 -0.532
N -6.017 -2.936 0.450
C -7.161 -3.884 0.520
C -8.386 -3.388 1.361
O -9.083 -4.573 1.802
C -10.244 -4.368 2.574
H -2.311 -0.989 0.047
H -2.797 0.260 -1.127
H -1.969 -1.160 -1.703
H -5.357 0.006 -1.126
H -4.779 -0.510 0.412
H -6.325 -2.147 -1.571
H -7.140 -1.343 -0.279
H -5.170 -3.389 0.137
H -6.807 -4.762 1.061
H -7.326 -4.224 -0.502
H -8.989 -2.680 0.793
H -7.973 -2.863 2.222
H -11.086 -4.023 1.973
H -10.143 -3.691 3.422
H -10.460 -5.327 3.043
C 0.429 0.680 5.603
O -0.105 1.754 5.318
N -0.157 -0.308 6.195
N 1.679 0.363 5.339
H -1.128 -0.161 6.432
H 0.427 -1.117 6.356
H 2.005 -0.572 5.539
H 2.239 1.030 4.829
C -3.300 0.047 3.931
O -2.739 1.073 4.115
N -3.015 -0.751 2.955
N -4.184 -0.491 4.646
H -3.629 -1.521 2.729
H -2.340 -0.339 2.327
H -4.420 -0.009 5.502
H -4.262 -1.479 4.450
C 5.875 1.828 0.948
O 6.278 2.174 -0.143
N 4.709 1.424 1.058
N 6.579 1.766 2.063
H 4.217 1.147 0.220
H 4.345 1.650 1.972
H 6.243 1.369 2.928
H 7.542 2.072 2.067
C 4.356 -1.080 -1.606
O 4.844 0.043 -1.513
N 3.044 -1.313 -1.494
N 4.911 -2.185 -2.024
H 2.724 -2.269 -1.545
H 2.342 -0.633 -1.239
H 4.540 -3.016 -1.586
H 5.857 -2.111 -2.369
C -3.962 3.239 0.764
O -3.305 3.298 1.773
N -5.214 3.550 0.802
N -3.576 2.884 -0.418
H -5.612 3.842 1.683
H -5.729 3.341 -0.041
H -4.207 2.755 -1.196
H -2.618 2.596 -0.554
C -0.590 5.513 0.837
O -0.717 5.221 1.945
N -1.507 5.599 -0.092
N 0.585 5.553 0.221
H -2.384 5.948 0.267
H -1.267 5.437 -1.060
H 1.354 5.370 0.850
H 0.639 5.537 -0.788
```

Results of the Löwdin charge analysis, in e, for atoms 1 through 99:
1. Tl 1.097
2. As 1.007
3. F -0.292
4. F -0.264
5. F -0.304
6. F -0.280
7. F -0.268
8. F -0.281
9. As 1.001
10. F -0.318
11. F -0.313
12. F -0.243
13. F -0.352
14. F -0.334
15. F -0.265
16. C -0.021
17. C -0.348
18. C -0.178
19. O -0.032
20. C -0.008
21. N 0.227
22. H 0.095
23. H 0.087
24. H 0.077
25. H 0.169
26. H 0.132
27. H 0.155
28. H 0.061
29. H 0.098
30. H 0.109
31. H 0.112
32. H -0.002
33. C -0.044
34. C -0.320
35. C -0.175
36. O -0.183
37. C -0.090
38. N 0.055
39. H 0.048
40. H 0.041
41. H 0.061
42. H 0.131
43. H 0.090
44. H 0.116
45. H 0.092
46. H 0.074
47. H 0.079
48. H 0.049
49. H 0.065
50. C -0.088
51. O -0.224
52. C -0.183
53. C -0.165
54. N -0.088
55. C -0.186
56. C -0.219
57. O -0.211
58. C -0.061
59. H 0.088
60. H 0.089
61. H 0.075
62. H 0.127
63. H 0.112
64. H 0.120
65. H 0.111
66. H 0.117
67. H 0.126
68. H 0.104
69. H 0.112
70. H 0.104
71. H 0.077
72. H 0.087
73. H 0.074
74. C -0.125
75. O -0.183
76. C -0.184
77. C -0.209
78. N -0.074
79. C -0.183
80. C -0.190
81. O -0.199
82. C -0.122
83. H 0.063
84. H 0.062
85. H 0.072
86. H 0.109
87. H 0.107
88. H 0.113
89. H 0.114
90. H 0.096
91. H 0.113
92. H 0.113
93. H 0.112
94. H 0.115
95. H 0.086
96. H 0.081
97. H 0.088
98. C -0.739
99. O -0.081

***

No. 2
Density functional theory data (the ωB97M-V functional and the def2-TZVPD basis) for 12 unconnected molecules or ions with the total composition C26H81N5O12 at a distorted geometry.

Output
Spin multiplicity: 2
LUMO energy (alpha / beta) (eV): -2.42 / -8.70
⟨S²⟩: 0.756
Total charge: +1
Highest occupied orbital energy (alpha / beta) (eV): -10.607 / -10.607
Energy (Ha): -2215.23449

XYZ file:
```
124
C26H81N5O12 (the ωB97M-V functional and the def2-TZVPD basis)
C -0.448 -6.136 -1.130
C -1.252 -6.804 -0.037
O -2.399 -7.330 -0.640
H -1.087 -5.659 -1.874
H 0.347 -6.669 -1.650
H 0.194 -5.434 -0.598
H -1.547 -6.014 0.653
H -0.612 -7.499 0.506
H -2.917 -7.745 0.054
C 0.212 2.060 5.022
C -0.460 0.766 4.818
O -1.847 0.960 4.600
H -0.092 2.835 4.319
H 1.225 1.927 4.643
H 0.337 2.487 6.017
H -0.161 0.080 5.612
H -0.078 0.285 3.918
H -2.174 1.274 5.446
C 1.706 -6.104 2.245
C 2.933 -7.026 2.261
O 4.126 -6.301 1.783
H 0.830 -6.640 2.609
H 1.445 -5.716 1.261
H 1.749 -5.322 3.004
H 2.749 -7.853 1.575
H 3.127 -7.452 3.245
H 3.849 -5.871 0.970
O 4.077 -5.048 -0.798
H 4.608 -4.258 -0.904
H 4.671 -5.767 -1.016
O 0.480 -2.671 4.799
H 1.389 -2.846 4.553
H 0.475 -2.730 5.754
O 3.777 -0.571 3.703
H 3.432 0.299 3.502
H 3.223 -1.171 3.204
O -2.637 1.973 -2.153
H -1.721 1.903 -2.422
H -3.105 1.379 -2.739
C 3.501 4.625 -2.172
C 2.448 5.144 -1.237
C 2.674 4.775 0.245
O 1.525 4.945 1.166
C 1.869 4.502 2.458
N 2.309 6.551 -1.415
H 4.507 4.995 -1.973
H 3.364 4.871 -3.225
H 3.547 3.542 -2.057
H 1.564 4.613 -1.590
H 3.496 5.266 0.767
H 2.784 3.691 0.267
H 2.183 3.460 2.510
H 0.998 4.686 3.088
H 2.674 5.078 2.915
H 1.578 6.774 -0.755
H 1.979 6.389 -2.356
C 2.043 -0.791 -4.217
C 0.664 -1.000 -3.633
C 0.029 0.205 -2.929
O -0.732 1.114 -3.778
C 0.069 1.725 -4.804
N -0.233 -1.479 -4.651
H 1.985 -0.087 -5.047
H 2.291 -1.786 -4.588
H 2.776 -0.420 -3.501
H 0.597 -1.969 -3.139
H 0.810 0.662 -2.321
H -0.733 -0.131 -2.226
H 1.034 2.098 -4.460
H -0.487 2.559 -5.233
H 0.135 1.164 -5.736
H -1.116 -1.705 -4.215
H -0.375 -0.632 -5.182
C -1.831 5.268 -2.644
C -1.302 6.700 -2.215
C -2.420 7.775 -2.438
O -1.783 8.974 -2.619
C -2.264 10.166 -3.131
N -0.947 6.625 -0.794
H -1.113 4.546 -2.255
H -1.838 5.130 -3.725
H -2.812 5.034 -2.229
H -0.382 6.907 -2.761
H -3.221 7.745 -1.700
H -2.800 7.669 -3.454
H -2.876 10.691 -2.397
H -2.867 10.127 -4.037
H -1.473 10.841 -3.460
H -0.042 6.175 -0.791
H -1.441 5.857 -0.364
C 1.378 -2.344 -0.279
C 1.913 -1.409 0.827
C 0.994 -0.202 1.235
O 1.164 0.726 0.098
C 0.239 1.822 0.229
N 2.114 -2.282 1.962
H 1.964 -3.250 -0.438
H 1.464 -1.713 -1.164
H 0.326 -2.590 -0.137
H 2.976 -1.178 0.746
H 1.448 0.261 2.111
H -0.019 -0.445 1.558
H 0.472 2.276 1.192
H -0.827 1.612 0.318
H 0.190 2.526 -0.602
H 1.255 -2.368 2.486
H 2.536 -3.147 1.654
C -5.712 -5.162 0.268
C -4.423 -5.097 1.028
C -3.989 -3.779 1.692
O -2.587 -3.863 2.093
C -2.073 -2.709 2.780
N -4.536 -6.179 2.032
H -6.604 -4.732 0.724
H -5.900 -6.187 -0.050
H -5.551 -4.484 -0.570
H -3.614 -5.391 0.359
H -4.652 -3.634 2.545
H -4.051 -2.977 0.957
H -2.525 -1.794 2.398
H -0.994 -2.567 2.725
H -2.278 -2.825 3.844
H -3.674 -6.261 2.552
H -5.193 -5.906 2.749
```

Results of the Löwdin charge analysis, in e, for atoms 1 through 99:
1. C -0.079
2. C -0.342
3. O -0.070
4. H 0.082
5. H 0.074
6. H 0.039
7. H 0.088
8. H 0.109
9. H 0.081
10. C -0.098
11. C -0.338
12. O -0.063
13. H 0.065
14. H 0.062
15. H 0.085
16. H 0.112
17. H 0.087
18. H 0.084
19. C -0.088
20. C -0.251
21. O -0.108
22. H 0.071
23. H 0.053
24. H 0.062
25. H 0.102
26. H 0.110
27. H 0.002
28. O -0.041
29. H 0.051
30. H 0.056
31. O -0.045
32. H 0.025
33. H 0.048
34. O -0.063
35. H 0.006
36. H -0.037
37. O -0.059
38. H -0.021
39. H 0.042
40. C -0.054
41. C -0.499
42. C -0.122
43. O -0.225
44. C -0.132
45. N 0.068
46. H 0.093
47. H 0.086
48. H 0.086
49. H 0.113
50. H 0.136
51. H 0.116
52. H 0.079
53. H 0.088
54. H 0.093
55. H 0.052
56. H 0.070
57. C -0.046
58. C -0.468
59. C -0.163
60. O -0.231
61. C -0.090
62. N 0.045
63. H 0.065
64. H 0.088
65. H 0.081
66. H 0.127
67. H 0.105
68. H 0.128
69. H 0.096
70. H 0.083
71. H 0.086
72. H 0.086
73. H 0.044
74. C 0.011
75. C -0.277
76. C -0.148
77. O -0.112
78. C -0.062
79. N 0.272
80. H 0.067
81. H 0.103
82. H 0.100
83. H 0.143
84. H 0.159
85. H 0.144
86. H 0.110
87. H 0.102
88. H 0.106
89. H 0.065
90. H 0.135
91. C -0.031
92. C -0.380
93. C -0.118
94. O -0.194
95. C -0.105
96. N 0.017
97. H 0.067
98. H 0.048
99. H 0.089

***

No. 3
Density functional theory data (the ωB97M-V functional and the def2-TZVPD basis) for 12 unconnected molecules or ions with the total composition C26H83N7O11 at a distorted geometry.

Output
Spin multiplicity: 1
LUMO energy (eV): -0.12
Highest occupied orbital energy (eV): -7.992
Energy (Ha): -2250.95881

XYZ file:
```
127
C26H83N7O11 (the ωB97M-V functional and the def2-TZVPD basis)
N 3.475 8.689 -22.534
H 3.941 7.908 -22.078
H 2.636 8.917 -22.007
H 3.230 8.445 -23.492
H 4.091 9.541 -22.527
C 6.526 12.694 -21.848
C 5.544 11.824 -22.619
O 4.881 10.922 -21.779
H 7.162 13.235 -22.554
H 7.124 12.134 -21.128
H 6.002 13.440 -21.245
H 6.060 11.290 -23.438
H 4.792 12.431 -23.153
O 6.157 8.846 -21.755
H 5.671 8.203 -21.230
H 5.596 9.660 -21.734
O 6.212 11.417 -18.192
H 6.512 12.299 -17.916
H 6.917 11.077 -18.791
O 4.268 9.342 -19.489
H 4.427 9.803 -20.338
H 4.448 8.410 -19.666
O 3.982 12.364 -19.410
H 3.953 13.283 -19.694
H 4.275 11.863 -20.217
C 9.697 14.910 -19.098
C 8.989 13.872 -18.213
C 9.342 13.996 -16.765
O 9.087 15.276 -16.220
C 8.664 15.247 -14.886
N 7.527 13.998 -18.441
H 9.351 14.923 -20.131
H 10.779 14.747 -19.066
H 9.564 15.921 -18.706
H 9.277 12.882 -18.573
H 10.366 13.703 -16.512
H 8.725 13.236 -16.262
H 9.494 14.994 -14.211
H 7.872 14.513 -14.714
H 8.375 16.248 -14.568
H 7.359 14.478 -19.319
H 7.226 14.736 -17.800
C 5.944 13.945 -25.807
C 4.519 14.254 -26.277
C 3.980 15.616 -25.830
O 4.771 16.651 -26.374
C 4.326 17.925 -25.997
N 4.488 14.185 -27.747
H 6.175 14.155 -24.760
H 6.667 14.512 -26.394
H 6.093 12.876 -25.971
H 3.822 13.476 -25.955
H 3.933 15.606 -24.736
H 2.967 15.731 -26.231
H 3.313 18.096 -26.376
H 4.962 18.706 -26.412
H 4.355 18.084 -24.913
H 4.890 13.300 -28.039
H 5.122 14.887 -28.116
C 1.033 13.155 -22.600
C 1.229 12.234 -23.807
C 1.845 12.937 -24.986
O 1.577 12.260 -26.204
C 2.445 12.616 -27.271
N 2.124 11.127 -23.346
H 0.716 12.611 -21.712
H 0.297 13.935 -22.823
H 1.928 13.715 -22.315
H 0.287 11.734 -24.040
H 2.918 13.072 -24.816
H 1.338 13.905 -25.076
H 3.420 12.890 -26.870
H 2.009 13.464 -27.810
H 2.473 11.796 -27.986
H 1.592 10.656 -22.619
H 2.889 11.578 -22.842
C 3.094 6.194 -26.236
C 3.921 7.477 -26.049
C 3.988 8.086 -24.687
O 4.547 9.401 -24.563
C 4.090 10.322 -25.521
N 5.307 7.124 -26.444
H 2.066 6.309 -25.879
H 3.523 5.404 -25.621
H 3.044 5.947 -27.293
H 3.520 8.210 -26.757
H 4.465 7.487 -23.909
H 2.967 8.191 -24.279
H 4.509 11.296 -25.274
H 3.001 10.427 -25.617
H 4.380 10.102 -26.556
H 5.975 7.838 -26.160
H 5.394 7.092 -27.455
C 9.674 9.535 -18.233
C 8.598 8.944 -19.137
C 7.724 7.898 -18.482
O 8.502 6.772 -18.093
C 8.790 5.945 -19.201
N 7.901 10.055 -19.800
H 9.291 9.901 -17.280
H 10.166 10.370 -18.736
H 10.470 8.791 -18.155
H 9.150 8.491 -19.976
H 6.858 7.614 -19.086
H 7.351 8.356 -17.562
H 9.075 4.935 -18.903
H 9.696 6.319 -19.693
H 8.009 5.877 -19.962
H 7.250 9.704 -20.506
H 8.560 10.573 -20.374
C 8.669 11.800 -25.267
C 8.098 10.479 -24.776
C 8.782 9.295 -25.413
O 8.168 8.068 -25.024
C 8.609 7.007 -25.847
N 8.192 10.523 -23.290
H 8.487 11.977 -26.332
H 9.760 11.777 -25.194
H 8.292 12.655 -24.710
H 7.037 10.453 -25.059
H 9.837 9.295 -25.120
H 8.667 9.385 -26.498
H 9.667 7.047 -26.119
H 8.004 6.980 -26.756
H 8.475 6.074 -25.302
H 7.826 9.591 -23.053
H 7.319 11.009 -23.071
```

Results of the Löwdin charge analysis, in e, for atoms 1 through 99:
1. N 0.198
2. H 0.124
3. H 0.137
4. H -0.054
5. H 0.077
6. C -0.065
7. C -0.380
8. O -0.343
9. H 0.067
10. H 0.063
11. H 0.067
12. H 0.067
13. H 0.095
14. O -0.093
15. H 0.016
16. H -0.065
17. O -0.135
18. H -0.021
19. H -0.038
20. O -0.040
21. H -0.012
22. H 0.016
23. O -0.091
24. H 0.015
25. H -0.002
26. C -0.062
27. C -0.404
28. C -0.215
29. O -0.184
30. C -0.118
31. N 0.048
32. H 0.069
33. H 0.078
34. H 0.076
35. H 0.123
36. H 0.133
37. H 0.124
38. H 0.087
39. H 0.090
40. H 0.087
41. H 0.064
42. H 0.087
43. C -0.041
44. C -0.441
45. C -0.193
46. O -0.176
47. C -0.115
48. N 0.030
49. H 0.075
50. H 0.087
51. H 0.059
52. H 0.035
53. H 0.132
54. H 0.126
55. H 0.090
56. H 0.088
57. H 0.090
58. H 0.086
59. H 0.087
60. C -0.059
61. C -0.379
62. C -0.208
63. O -0.174
64. C -0.117
65. N 0.056
66. H 0.081
67. H 0.078
68. H 0.081
69. H 0.144
70. H 0.100
71. H 0.138
72. H 0.002
73. H 0.102
74. H 0.098
75. H 0.069
76. H 0.054
77. C -0.045
78. C -0.396
79. C -0.188
80. O -0.159
81. C -0.104
82. N 0.063
83. H 0.077
84. H 0.081
85. H 0.080
86. H 0.127
87. H 0.157
88. H 0.129
89. H 0.073
90. H 0.087
91. H 0.094
92. H 0.053
93. H 0.081
94. C -0.045
95. C -0.412
96. C -0.182
97. O -0.168
98. C -0.122
99. N 0.032

***

- What is the formula in the third record?
  C26H83N7O11